# 1
Molecular formula: C29H28N2O5S2
Method: DFT, ωB97M-V/def2-TZVPD

Structure (ORCA input):
```
! wB97M-V def2-TZVPD RIJCOSX def2/J DEFGRID3
* xyz 0 1
C 0.8747 3.3829 -2.5761
C 1.8082 2.4826 -1.8631
N 2.9831 2.0140 -2.4097
C 3.4794 2.3262 -3.7492
C 3.6406 1.2026 -1.4760
C 2.8692 1.1949 -0.3003
C 3.3511 0.5381 0.8391
C 4.5374 -0.1460 0.7641
C 5.2740 -0.1829 -0.4217
C 4.8473 0.4954 -1.5376
C 1.6774 1.9757 -0.5528
C 0.6325 2.2778 0.3558
C 0.4211 1.7201 1.6595
C 0.0920 2.4609 2.8120
C -0.0686 3.9271 2.8873
N 0.0978 1.6209 3.9051
C -0.0886 2.0352 5.2953
C 0.3803 0.3159 3.4797
C 0.5311 0.3424 2.0812
C 0.7381 -0.8441 1.3702
C 0.8525 -2.0173 2.0719
C 0.7609 -2.0359 3.4677
C 0.5178 -0.8854 4.1797
H 0.0101 3.6344 -1.9618
H 1.3710 4.3136 -2.8569
H 0.5093 2.9162 -3.4920
H 4.4309 1.8304 -3.9277
H 2.7639 1.9868 -4.4958
H 3.6233 3.3999 -3.8646
H 2.8043 0.5752 1.7628
H 4.8987 -0.6674 1.6349
H 6.1863 -0.7553 -0.4609
H 5.4260 0.4862 -2.4422
H -0.0264 3.0822 0.0768
H 0.0041 4.3943 1.9042
H -1.0370 4.1938 3.3117
H 0.7126 4.3557 3.5153
H -0.0384 1.1798 5.9647
H 0.6877 2.7424 5.5811
H -1.0592 2.5113 5.4179
H 0.8276 -0.8174 0.2981
H 1.0159 -2.9362 1.5360
H 0.8516 -2.9726 3.9906
H 0.4049 -0.9019 5.2492
C -0.8687 -5.1168 -0.0748
O -1.1009 -3.7211 -0.1844
C -2.2393 -3.3566 -0.9103
S -3.8092 -2.9688 -0.1115
O -4.6730 -4.2037 -0.0906
O -3.6884 -2.0591 1.0848
C -4.3479 -1.9414 -1.4828
C -3.6544 -2.0372 -2.6607
C -4.0189 -1.2795 -3.7477
C -5.0836 -0.4074 -3.6388
C -5.7816 -0.3089 -2.4512
C -5.4158 -1.0848 -1.3704
S -2.2720 -3.1803 -2.7068
O -1.1028 -2.4126 -3.2703
O -2.7331 -4.4654 -3.3436
H 0.0652 -5.2616 0.4678
H -1.6858 -5.5811 0.4812
H -0.7879 -5.5584 -1.0701
H -3.4664 -1.3736 -4.6693
H -5.3581 0.2111 -4.4778
H -6.6017 0.3853 -2.3595
H -5.9522 -1.0304 -0.4369
*
```

Results
LUMO energy ... -2.3753 eV
M ... 548.686 Da
Energy above the lowest of the compared OMol25 structures with the same formula, charge and spin ... 0.00 kJ/mol
Total energy ... -65409.9067 eV
HOMO ... -5.356 eV

Results of the Löwdin charge analysis, in e, for atoms 1 through 8:
1. C 0.01
2. C -0.15
3. N -0.01
4. C 0.02
5. C -0.14
6. C -0.10
7. C -0.01
8. C -0.06

=====

# 2
Molecular formula: C29H28N3O3S
Method: DFT, ωB97M-V/def2-TZVPD

Structure (ORCA input):
```
! wB97M-V def2-TZVPD RIJCOSX def2/J DEFGRID3
* xyz -1 1
C 0.6216 3.6607 1.6607
N -0.4011 2.7143 1.2997
C -0.2581 1.9288 0.1313
O 0.6036 2.2346 -0.7031
C -1.1305 0.7868 0.0772
C -0.6920 -0.5152 -0.4822
S -0.1408 -1.6400 0.8492
C -1.3687 -1.6211 2.0696
C -2.3868 -2.5994 2.0178
C -3.3547 -2.6355 2.9931
C -3.3649 -1.6837 4.0475
C -4.4177 -1.5912 4.9835
C -4.3885 -0.6598 6.0116
C -3.2595 0.1691 6.1856
C -2.2114 0.1069 5.2849
C -2.2623 -0.7660 4.1672
C -1.2749 -0.7592 3.1588
C 0.4633 -0.4869 -1.5008
C 1.7812 -0.5315 -1.0670
C 2.8394 -0.5337 -1.9728
C 2.5660 -0.5593 -3.3674
C 1.2187 -0.4985 -3.8142
C 0.1910 -0.4808 -2.8706
C 0.9028 -0.5015 -5.2699
C 2.1104 -0.2303 -6.1679
C 3.3451 -0.9542 -5.6601
N 3.5939 -0.6655 -4.2650
C 4.9254 -1.0313 -3.8247
C 5.2973 -0.3196 -2.5360
C 4.2396 -0.5685 -1.4609
C -2.4315 0.8652 0.6909
O -3.3630 0.0905 0.4465
N -2.5917 1.8915 1.6518
C -3.7492 1.9003 2.5136
C -1.5228 2.6672 2.1279
O -1.5791 3.2770 3.1940
H 1.5244 3.4380 1.0934
H 0.2723 4.6725 1.4261
H 0.8011 3.5870 2.7353
H -1.5698 -1.0073 -0.9314
H -2.3827 -3.2740 1.1657
H -4.1328 -3.3965 2.9665
H -5.2553 -2.2814 4.8712
H -5.2297 -0.5811 6.6970
H -3.2216 0.8611 7.0279
H -1.3193 0.7251 5.4087
H -0.4188 -0.0870 3.2379
H 2.0142 -0.5390 0.0013
H -0.8551 -0.4659 -3.1837
H 0.1245 0.2428 -5.4703
H 0.4727 -1.4792 -5.5354
H 2.3140 0.8469 -6.2025
H 1.9055 -0.5626 -7.1880
H 4.2391 -0.6417 -6.2154
H 3.2323 -2.0451 -5.8078
H 4.9848 -2.1264 -3.6771
H 5.6154 -0.7681 -4.6355
H 6.2705 -0.6838 -2.1992
H 5.3858 0.7568 -2.7286
H 4.3491 0.1731 -0.6610
H 4.4240 -1.5502 -0.9955
H -4.5442 1.3215 2.0428
H -3.5000 1.4640 3.4926
H -4.0508 2.9404 2.6654
*
```

Results
LUMO energy ... 2.6574 eV
SMILES string ... Cn1c([O-])c([C@H](Sc2ccc3ccccc3c2)c2cc3c4c(c2)CCCN4CCC3)c(=O)n(C)c1=O
M ... 498.628 Da
Total energy ... -51979.5860 eV
HOMO ... -3.634 eV

Results of the Löwdin charge analysis, in e, for atoms 1 through 8:
1. C -0.04
2. N 0.00
3. C -0.39
4. O 0.02
5. C -0.13
6. C -0.45
7. S 1.00
8. C -0.55

=====

# 3
Molecular formula: C29H28N6O3SW
Method: DFT, ωB97M-V/def2-TZVPD

Structure (ORCA input):
```
! wB97M-V def2-TZVPD RIJCOSX def2/J DEFGRID3
* xyz 2 1
W 0.2387 0.3118 0.2617
O -3.2724 1.5200 1.9348
C -2.1076 1.2345 1.8186
N -1.2124 1.6350 0.8588
C -1.4791 2.7167 0.0022
C -2.6269 3.5011 -0.0691
C -2.6519 4.5612 -0.9598
C -1.5549 4.8520 -1.7603
C -0.4015 4.0884 -1.6915
C -0.3730 3.0086 -0.8152
N 0.6829 2.1138 -0.5628
C 1.9665 2.3587 -0.9925
O 2.3381 3.1564 -1.8142
C 2.9397 1.4642 -0.2791
C 4.2960 1.6009 -0.4918
C 5.1691 0.7613 0.1806
C 4.6292 -0.1922 1.0312
C 3.2589 -0.2635 1.1850
N 2.4014 0.5537 0.5564
C -1.4198 0.3154 2.7800
C -1.9610 0.0381 4.0181
C -1.2588 -0.7820 4.8864
C -0.0544 -1.3154 4.4478
C 0.3996 -1.0126 3.1804
N -0.2519 -0.1939 2.3399
H -3.4766 3.2883 0.5573
H -3.5420 5.1717 -1.0285
H -1.5961 5.6847 -2.4491
H 0.4548 4.3235 -2.3004
H 4.6277 2.3664 -1.1801
H 6.2391 0.8482 0.0494
H 5.2608 -0.8739 1.5837
H 2.8403 -1.0000 1.8526
H -2.9145 0.4834 4.2683
H -1.6358 -1.0010 5.8761
H 0.5336 -1.9651 5.0803
H 1.3129 -1.4591 2.8227
C -4.7126 -0.9901 -1.8982
N -4.2698 -1.5770 -0.6377
C -3.0519 -1.4516 -0.1435
S -1.8752 -0.5695 -1.0374
N -2.7447 -2.0092 1.0273
C -3.6781 -2.7654 1.8490
H -5.7645 -1.2204 -2.0335
H -4.1485 -1.4035 -2.7335
H -4.5779 0.0905 -1.8892
H -4.9492 -2.1033 -0.1108
H -1.7785 -1.9876 1.2927
H -3.9811 -3.6932 1.3584
H -4.5634 -2.1685 2.0756
H -3.1933 -3.0142 2.7883
C 2.0717 -3.5377 -0.1731
C 1.5995 -2.1775 -0.5265
O 0.7681 -1.6014 0.2324
C 2.0360 -1.4963 -1.7279
C 1.3208 -0.3635 -2.1577
C 1.6146 0.2768 -3.3362
C 2.6862 -0.1822 -4.1009
C 3.4290 -1.2789 -3.6820
C 3.1002 -1.9466 -2.5156
H 1.6127 -3.8691 0.7552
H 3.1584 -3.5466 -0.0632
H 1.8214 -4.2448 -0.9661
H 0.4041 -0.0454 -1.6154
H 1.0138 1.1091 -3.6787
H 2.9257 0.3130 -5.0321
H 4.2584 -1.6282 -4.2817
H 3.6697 -2.8169 -2.2160
*
```

Results
LUMO energy (spin up / spin down) ... -7.3016 / -7.2978 eV
M ... 724.489 Da
Total energy ... -58260.4112 eV
HOMO (spin up / spin down) ... -12.978 / -12.921 eV

Results of the Löwdin charge analysis, in e, for atoms 1 through 8:
1. W 1.48
2. O 0.14
3. C -0.45
4. N -0.09
5. C -0.21
6. C 0.01
7. C -0.05
8. C -0.05